# 1
Below is a structure of composition C31H28CrN4O3PS2Se2, with properties calculated with ωB97M-V/def2-TZVPD.

Positions of all 72 atoms, in Å:
Se 1.52 -1.55 0.88
Se 2.16 0.20 -2.35
Cr 1.43 2.23 -0.89
S 5.39 4.67 -2.10
S 3.85 1.05 3.13
P 1.42 -1.54 -1.25
O 0.30 3.77 -0.28
O -0.23 1.24 -0.07
O -1.56 4.45 0.77
N 3.00 3.30 -1.59
N 4.72 1.74 0.64
N 1.56 1.57 2.18
N 2.44 1.84 1.17
C -2.42 -0.20 3.15
C 3.99 3.88 -1.83
C -4.53 1.80 -2.48
C 2.22 -4.20 -1.24
C 3.68 1.62 1.50
C -2.24 1.34 -1.87
C -1.29 -2.22 -0.93
C 2.79 -5.35 -1.76
C 2.92 -2.97 -3.18
C 2.28 -3.00 -1.94
C -3.69 2.52 -0.35
C -1.91 2.51 2.83
C 1.17 -0.78 4.53
C -1.77 1.66 1.75
C 2.11 1.16 3.26
C -2.58 -2.46 -1.39
C -2.44 1.96 -0.64
C -3.29 1.26 -2.78
C -1.86 -2.02 -3.64
C 3.50 -4.12 -3.69
C -4.72 2.44 -1.26
C -2.04 0.30 1.92
C -2.57 0.66 4.23
C -2.32 2.01 4.07
C 3.43 -5.32 -2.99
C -0.29 -1.86 -1.82
C -2.87 -2.36 -2.74
C 1.34 0.74 4.47
C -0.58 -1.77 -3.18
C -0.82 3.60 0.30
C -1.31 2.11 0.37
H -2.62 -1.26 3.27
H -5.34 1.74 -3.20
H 0.59 -1.06 5.41
H -2.88 0.27 5.20
H 5.63 1.92 1.01
H -1.05 -2.31 0.12
H -3.88 -2.53 -3.10
H 0.64 -1.13 3.64
H 0.20 -1.47 -3.87
H 2.99 -2.04 -3.72
H 0.13 0.77 0.71
H 4.50 2.21 -0.23
H -1.72 3.57 2.70
H 3.88 -6.21 -3.39
H -3.13 0.76 -3.73
H 2.13 -1.29 4.58
H 0.37 1.22 4.40
H -3.37 -2.72 -0.69
H -3.82 3.03 0.60
H -2.44 2.69 4.90
H 1.84 1.11 5.37
H -5.68 2.87 -1.02
H -1.95 -0.36 1.07
H 2.74 -6.28 -1.19
H 1.74 -4.22 -0.27
H -1.29 0.89 -2.11
H 4.00 -4.09 -4.65
H -2.08 -1.94 -4.70

As for the HOMO energy (alpha / beta): -4.969 / -5.469 eV. As for the relative energy (zero: lowest compared OMol25 entry of this formula, charge and spin): 1.5 kcal per mole. The spin multiplicity is 5. As for the net charge: -1.

Results of the Löwdin charge analysis, in e, for atoms 1 through 5: 0.35, 0.39, 0.46, 0.46, 1.08

# 2
Below is an isolated molecule of C22H26N4O5S at a distorted geometry, with properties calculated with ωB97M-V/def2-TZVPD.

Positions of all 58 atoms, in Å:
S 3.91 -0.63 0.25
O -3.85 0.08 -1.07
O 4.86 -0.71 -0.83
O -1.57 -3.66 -2.26
O -4.85 5.88 0.52
O 3.72 0.63 0.90
N 4.25 -1.79 1.42
N -1.68 0.30 -0.77
N -2.26 1.48 -0.49
N -2.57 -1.81 -1.49
C -0.15 -2.05 -1.23
C -3.54 1.35 -0.67
C -2.63 -0.51 -1.11
C -4.56 2.35 -0.49
C 0.04 -1.73 0.12
C -6.84 3.06 -0.55
C 6.06 -0.69 2.74
C -5.12 4.61 0.11
C 2.96 -4.44 1.07
C -5.90 2.07 -0.74
C 4.07 -3.91 0.18
C -3.51 6.23 0.78
C 4.99 -2.94 0.93
C -4.16 3.62 -0.07
C 2.14 -1.49 -1.69
C 4.64 -1.26 2.71
C 2.31 -1.18 -0.35
C -6.46 4.32 -0.13
C 1.27 -1.30 0.55
C -1.44 -2.59 -1.71
C 6.38 -0.06 4.09
C 0.91 -1.94 -2.13
H 2.38 -3.62 1.47
H -0.78 -1.84 0.81
H 5.69 0.75 4.30
H -3.54 7.28 1.09
H 6.29 -0.80 4.88
H 5.44 -3.44 1.78
H -2.89 6.13 -0.11
H 6.13 0.07 1.95
H -3.44 -2.22 -1.80
H 0.75 -2.20 -3.16
H 4.68 -4.73 -0.19
H -6.19 1.08 -1.06
H -3.09 5.63 1.59
H -3.11 3.79 0.10
H 5.79 -2.60 0.25
H 2.98 -1.38 -2.36
H 3.38 -5.01 1.90
H 2.30 -5.09 0.50
H 7.39 0.34 4.10
H 3.65 -3.40 -0.68
H -7.19 5.11 0.02
H 3.93 -0.46 2.94
H 4.53 -2.06 3.45
H -7.89 2.86 -0.74
H 6.78 -1.48 2.52
H 1.45 -1.04 1.58

As for the HOMO energy: -8.609 eV. As for the relative energy (zero: lowest compared OMol25 entry of this formula, charge and spin): 81.2 kcal per mole.

Results of the natural (NBO) charge analysis, in e, for atoms 1 through 5: 2.32, -0.42, -0.94, -0.55, -0.49